No. 1
Entry from OMol25: a molecular structure, C32H27I2N7OS5Ti (the ωB97M-V functional and the def2-TZVPD basis).

CARTESIAN COORDINATES (ANGSTROEM)
1 Ti -0.763 -1.126 -0.337
2 I -5.366 4.208 3.095
3 C -4.356 2.812 1.908
4 C -4.378 2.938 0.531
5 C -3.684 2.022 -0.242
6 I -3.649 2.250 -2.311
7 C -2.957 0.950 0.321
8 O -2.292 0.114 -0.425
9 C -2.951 0.865 1.736
10 C -2.154 -0.213 2.417
11 N -0.781 -0.290 1.912
12 C 0.119 0.729 2.451
13 C -0.147 2.152 2.021
14 C 0.003 3.190 2.939
15 C -0.204 4.492 2.517
16 C -0.554 4.720 1.196
17 C -0.680 3.621 0.357
18 N -0.482 2.372 0.757
19 C -3.642 1.785 2.503
20 H -4.918 3.745 0.057
21 H -2.610 -1.193 2.254
22 H -2.160 -0.019 3.500
23 H -0.381 -1.183 2.189
24 H 1.131 0.451 2.140
25 H 0.097 0.706 3.551
26 H 0.264 2.972 3.967
27 H -0.103 5.316 3.213
28 H -0.735 5.719 0.821
29 H -0.955 3.744 -0.686
30 H -3.598 1.706 3.583
31 S -2.694 -2.924 0.334
32 S -2.396 -4.616 -0.825
33 S -0.531 -4.310 -1.675
34 S -0.582 -2.413 -2.474
35 N 9.544 0.032 1.043
36 C 8.409 -0.098 0.883
37 C 7.003 -0.259 0.685
38 C 6.151 0.851 0.695
39 C 4.796 0.691 0.503
40 C 4.217 -0.580 0.303
41 C 5.097 -1.684 0.303
42 C 6.453 -1.532 0.482
43 C 2.786 -0.746 0.104
44 C 2.121 0.150 -0.786
45 C 2.694 1.111 -1.650
46 C 1.647 1.685 -2.378
47 C 0.487 1.059 -1.946
48 N 0.762 0.133 -0.999
49 C 2.128 -1.805 0.825
50 C 2.678 -2.548 1.885
51 C 1.676 -3.411 2.352
52 C 0.556 -3.162 1.578
53 N 0.806 -2.182 0.662
54 H 6.563 1.837 0.867
55 H 4.146 1.555 0.531
56 H 4.685 -2.668 0.129
57 H 7.105 -2.396 0.453
58 H 3.745 1.321 -1.764
59 H 1.715 2.451 -3.135
60 H -0.531 1.223 -2.271
61 H 3.677 -2.450 2.279
62 H 1.757 -4.143 3.142
63 H -0.415 -3.632 1.598
64 S -2.919 0.280 -5.680
65 C -3.424 -1.073 -4.834
66 N -3.511 -2.334 -5.357
67 C -3.532 -3.321 -4.268
68 C -4.118 -2.485 -3.127
69 N -3.831 -1.122 -3.559
70 H -2.949 -2.482 -6.178
71 H -2.524 -3.659 -4.021
72 H -4.165 -4.171 -4.520
73 H -3.661 -2.690 -2.163
74 H -5.202 -2.626 -3.054
75 H -3.529 -0.412 -2.910

As for the spin multiplicity: 3. As for the charge: -2. As for the total energy: -5130.2340 a.u. As for the gap between HOMO and LUMO (spin up / spin down): 3.88 / 5.13 eV. Its expectation value of S² is 2.03.

Atomic partial charges in e from the Mulliken method, atoms 1 to 2: number 1, Ti, carries 0.625; number 2, I, carries -0.023

No. 2
Entry from OMol25: a molecular structure, C32H27N2NiO7P2S (the ωB97M-V functional and the def2-TZVPD basis).

CARTESIAN COORDINATES (ANGSTROEM)
1 Ni 0.528 -1.008 0.569
2 O 3.583 -1.449 -2.074
3 C 2.779 -1.354 -1.156
4 O 1.502 -1.261 -1.238
5 C 3.317 -1.312 0.278
6 C 4.638 -1.447 0.668
7 C 4.930 -1.336 2.022
8 C 3.926 -1.070 2.949
9 C 2.632 -0.940 2.479
10 N 2.388 -1.079 1.188
11 C 1.388 -0.580 3.301
12 O 1.531 -0.347 4.497
13 O 0.306 -0.521 2.618
14 H 5.394 -1.635 -0.081
15 H 5.954 -1.448 2.359
16 H 4.122 -0.958 4.006
17 N -0.998 1.090 -0.932
18 P -1.539 -0.461 -0.497
19 C -3.080 -0.201 0.432
20 C -2.920 0.072 1.793
21 C -4.030 0.335 2.581
22 C -5.302 0.311 2.023
23 C -5.466 0.018 0.677
24 C -4.357 -0.238 -0.118
25 C -2.024 -1.288 -2.030
26 C -2.615 -0.627 -3.106
27 C -2.926 -1.320 -4.263
28 C -2.644 -2.679 -4.352
29 C -2.043 -3.337 -3.291
30 C -1.724 -2.645 -2.129
31 P 0.452 1.470 -0.124
32 C 0.030 2.941 0.865
33 C -0.097 2.760 2.241
34 C -0.493 3.819 3.049
35 C -0.766 5.057 2.489
36 C -0.645 5.243 1.117
37 C -0.249 4.190 0.308
38 C 1.564 2.110 -1.410
39 C 2.485 3.122 -1.135
40 C 3.434 3.481 -2.081
41 C 3.477 2.826 -3.304
42 C 2.572 1.810 -3.578
43 C 1.621 1.450 -2.637
44 H -1.549 1.774 -1.434
45 H -1.927 0.054 2.235
46 H -3.900 0.543 3.635
47 H -6.168 0.509 2.643
48 H -6.459 -0.018 0.245
49 H -4.489 -0.485 -1.165
50 H -2.826 0.436 -3.046
51 H -3.382 -0.803 -5.099
52 H -2.879 -3.219 -5.261
53 H -1.793 -4.387 -3.361
54 H -1.219 -3.162 -1.320
55 H 0.099 1.783 2.673
56 H -0.587 3.669 4.117
57 H -1.075 5.881 3.120
58 H -0.859 6.210 0.678
59 H -0.142 4.340 -0.760
60 H 2.467 3.626 -0.176
61 H 4.148 4.264 -1.857
62 H 4.229 3.094 -4.036
63 H 2.627 1.270 -4.514
64 H 0.956 0.619 -2.830
65 C 0.366 -5.196 2.054
66 S 0.679 -4.236 0.591
67 O 0.041 -4.946 -0.502
68 O 2.116 -4.086 0.507
69 O -0.027 -2.957 0.890
70 H 0.834 -6.169 1.921
71 H -0.710 -5.300 2.174
72 H 0.798 -4.674 2.905

As for the spin multiplicity: 3. As for the charge: -1. As for the total energy: -4461.2878 a.u. As for the gap between HOMO and LUMO (spin up / spin down): 7.98 / 8.73 eV. Its expectation value of S² is 2.01.

Atomic partial charges in e from the Mulliken method, atoms 1 to 2: number 1, Ni, carries 1.321; number 2, O, carries -0.819

No. 3
Entry from OMol25: a molecular structure, C32H27N5O2RuS2 in a non-equilibrium geometry (the ωB97M-V functional and the def2-TZVPD basis).

CARTESIAN COORDINATES (ANGSTROEM)
1 Ru -0.452 -0.200 0.057
2 C 2.239 2.268 4.238
3 C 2.526 1.133 5.176
4 C 3.514 1.246 6.135
5 C 3.727 0.249 7.087
6 C 2.915 -0.879 7.093
7 C 1.940 -1.029 6.135
8 C 1.755 -0.044 5.149
9 N 0.727 -0.232 4.216
10 C 0.826 -0.210 2.851
11 N 2.068 -0.169 2.332
12 C 2.498 -0.060 1.007
13 C 1.607 0.087 -0.080
14 C 2.205 0.303 -1.327
15 C 3.578 0.334 -1.507
16 C 4.420 0.113 -0.429
17 C 3.897 -0.091 0.833
18 C 4.818 -0.310 2.006
19 N -0.246 -0.322 2.105
20 C -1.493 -0.261 2.750
21 C -1.928 0.926 3.348
22 C -3.158 0.977 3.972
23 C -3.954 -0.157 4.026
24 C -3.519 -1.338 3.439
25 C -2.297 -1.414 2.793
26 C -1.795 -2.666 2.144
27 H 2.433 3.217 4.734
28 H 1.200 2.249 3.916
29 H 2.858 2.225 3.342
30 H 4.121 2.141 6.166
31 H 4.504 0.364 7.828
32 H 3.053 -1.645 7.843
33 H 1.298 -1.900 6.124
34 H -0.150 -0.600 4.564
35 H 2.798 -0.209 3.029
36 H 1.575 0.449 -2.196
37 H 3.995 0.516 -2.488
38 H 5.494 0.093 -0.565
39 H 5.844 -0.422 1.664
40 H 4.560 -1.209 2.569
41 H 4.784 0.542 2.688
42 H -1.310 1.812 3.287
43 H -3.500 1.904 4.411
44 H -4.914 -0.126 4.524
45 H -4.151 -2.215 3.480
46 H -2.404 -3.525 2.417
47 H -0.759 -2.863 2.427
48 H -1.816 -2.562 1.050
49 S -1.770 2.260 0.406
50 C -0.880 -0.186 -1.911
51 C -1.573 0.769 -2.624
52 C -2.654 0.418 -3.456
53 C -3.410 1.414 -4.066
54 N -4.036 2.253 -4.561
55 C -3.005 -0.974 -3.627
56 C -2.258 -1.950 -2.961
57 C -1.221 -1.570 -2.127
58 S -0.302 -2.714 -1.178
59 C -4.115 -1.332 -4.389
60 N -5.065 -1.649 -4.968
61 H -1.344 1.823 -2.491
62 H -2.513 -2.995 -3.086
63 C -5.274 0.604 0.439
64 O -4.214 1.544 0.467
65 C -2.974 1.069 0.340
66 O -2.743 -0.137 0.207
67 H -5.684 0.540 -0.571
68 H -6.026 0.961 1.140
69 H -4.915 -0.381 0.741

As for the spin multiplicity: 2. As for the charge: -1. As for the total energy: -2551.2274 a.u. As for the gap between HOMO and LUMO (spin up / spin down): 6.46 / 6.45 eV. Its expectation value of S² is 0.77.

Atomic partial charges in e from the Mulliken method, atoms 1 to 2: number 1, Ru, carries -0.324; number 2, C, carries -1.013

No. 4
Entry from OMol25: a molecular structure, C32H27N9O4S3TeTi in a non-equilibrium geometry (the ωB97M-V functional and the def2-TZVPD basis).

CARTESIAN COORDINATES (ANGSTROEM)
1 Ti -0.437 0.808 -0.701
2 N 0.855 3.610 0.833
3 C -0.400 3.341 1.229
4 N -0.871 4.028 2.282
5 C -2.172 3.823 2.514
6 N -2.687 4.492 3.615
7 N -3.020 3.117 1.796
8 C -2.452 2.425 0.773
9 N -1.099 2.438 0.532
10 C -3.231 1.720 -0.176
11 C -4.640 1.816 -0.255
12 C -5.285 1.277 -1.331
13 C -4.541 0.610 -2.334
14 C -3.182 0.484 -2.165
15 N -2.521 0.996 -1.116
16 H 1.456 4.082 1.482
17 H 1.275 3.067 0.089
18 H -1.985 4.735 4.293
19 H -3.521 4.068 3.984
20 H -5.158 2.352 0.527
21 H -6.362 1.370 -1.424
22 H -5.016 0.183 -3.207
23 H -2.578 -0.068 -2.872
24 O 3.284 1.551 1.763
25 C 2.942 0.750 2.777
26 C 3.894 0.639 3.803
27 C 3.657 -0.145 4.906
28 C 2.460 -0.847 5.022
29 C 1.518 -0.737 4.014
30 C 1.732 0.055 2.885
31 C 0.674 0.108 1.824
32 O 0.937 0.660 0.696
33 N -0.440 -0.474 2.088
34 N -1.269 -0.536 0.944
35 C -2.216 -1.348 1.140
36 S -3.504 -1.658 0.012
37 C -3.748 -3.318 0.659
38 C -3.760 -3.224 2.174
39 S -2.336 -2.223 2.677
40 H 2.697 1.431 0.987
41 H 4.822 1.186 3.688
42 H 4.414 -0.223 5.679
43 H 2.267 -1.476 5.883
44 H 0.578 -1.272 4.072
45 H -2.920 -3.940 0.317
46 H -4.686 -3.694 0.247
47 H -3.642 -4.209 2.631
48 H -4.679 -2.763 2.536
49 Te 2.660 0.828 -1.663
50 C 3.663 0.929 -3.521
51 C 4.328 -0.197 -4.026
52 C 5.041 -0.142 -5.222
53 C 5.105 1.041 -5.953
54 C 4.446 2.166 -5.469
55 C 3.736 2.110 -4.272
56 H 4.284 -1.125 -3.466
57 H 5.550 -1.030 -5.584
58 H 5.652 1.083 -6.888
59 H 4.484 3.097 -6.025
60 H 3.224 2.996 -3.910
61 O -1.432 -2.394 -2.771
62 C -0.653 -1.997 -1.913
63 O -0.326 -0.770 -1.711
64 C 0.023 -3.005 -1.010
65 C -0.401 -4.329 -1.056
66 C 0.173 -5.281 -0.220
67 C 1.187 -4.912 0.660
68 C 1.620 -3.593 0.698
69 C 1.038 -2.642 -0.136
70 H -1.188 -4.585 -1.755
71 H -0.170 -6.311 -0.253
72 H 1.641 -5.653 1.310
73 H 2.414 -3.295 1.374
74 H 1.393 -1.616 -0.133
75 S -1.421 4.224 -3.862
76 C -0.807 3.074 -2.862
77 N -0.364 2.259 -2.155

As for the spin multiplicity: 3. As for the charge: -2. As for the total energy: -4341.7702 a.u. As for the gap between HOMO and LUMO (spin up / spin down): 4.32 / 5.00 eV. Its expectation value of S² is 2.02.

Atomic partial charges in e from the Mulliken method, atoms 1 to 2: number 1, Ti, carries -1.143; number 2, N, carries -0.166